7
Properties=species:S:1:pos:R:3 method="wB97M-V/def2-TZVPD" charge=0 total_energy_ha=-926.99442 e_above_lowest_ev=0.0000 multiplicity=2
H 1.3652 -0.9890 1.6137
O -1.8990 -0.8768 -1.2418
O -1.6001 1.1765 -0.2372
K 0.8999 2.2573 0.1166
C 1.2200 -0.3835 0.6928
C -1.6639 0.0598 -0.5952
F 1.6779 -1.2444 -0.3488


6
Properties=species:S:1:pos:R:3 method="wB97M-V/def2-TZVPD" charge=0 total_energy_ha=-1149.64325 e_above_lowest_ev=1.7909 multiplicity=1 smiles="[SiH2]=S.Cl"
S 2.3840 0.8013 -0.0379
H -0.0905 -0.9855 -0.2850
H -3.0308 1.7702 -0.5274
Cl -1.9119 1.2113 -0.2300
H 1.4326 -2.0713 0.8544
Si 1.2166 -0.7260 0.2259


90
Properties=species:S:1:pos:R:3 method="wB97M-V/def2-TZVPD" charge=0 total_energy_ha=-3831.58547 e_above_lowest_ev=0.0000 multiplicity=6
H -4.6504 -1.0162 -0.4846
H -1.1354 -3.4494 -1.8135
H -6.5572 -1.9638 -1.7663
C 2.3341 3.2136 0.7355
C -1.1039 3.2605 1.7506
H 3.7919 1.3247 -4.1274
C -1.7740 2.7343 4.3306
C -4.5001 -1.8288 -1.1829
H -4.2393 -3.4768 5.3683
C 3.4268 3.8515 -2.0035
Si 1.9257 0.1105 -2.9888
H -6.1350 -3.8254 -3.3565
C -1.1626 4.3123 2.6522
C -2.0751 -1.7853 3.4091
C -2.3067 2.9041 -2.0833
H 0.4334 -1.3616 -4.2958
H 4.3126 0.5242 0.0385
C 3.0349 -1.2983 -2.4467
H 2.4474 -2.1209 -2.0413
C 1.6175 1.4160 -1.6620
N -1.6786 -0.4754 3.0050
C 4.4674 -1.9742 1.9600
H -2.7467 1.4391 -0.5797
C 4.3449 -0.8084 2.7174
C -5.3179 -3.4016 -2.7855
H 2.5878 4.5225 -2.1986
C -2.7842 -4.3739 4.0660
C -1.7751 -4.1480 3.1436
H -1.5567 4.8377 4.6987
H -3.3361 3.2107 -2.2011
H 0.8275 3.3995 -3.2238
C 3.4126 -2.3520 1.1568
H 3.5725 -1.6778 -3.3200
C 2.7869 1.0019 -4.4077
C 2.2382 -1.5932 1.0665
H 3.1121 0.8753 3.2246
H 3.7687 -1.0088 -1.6957
H -3.6061 -1.1616 4.7778
C 0.0051 3.0040 -2.6429
H 5.2609 2.0104 -0.0842
H -0.3137 -0.9417 -2.7571
C -2.1122 -1.6921 -0.5414
C -1.6805 1.7510 3.3624
H 3.4787 -3.2642 0.5729
H 4.2143 4.4467 -1.5326
Si 2.9628 2.4365 -0.8452
H -0.6452 -2.6594 2.0839
N 0.0222 -1.5674 0.1049
N -2.0139 0.4297 3.7843
C 4.4969 1.4047 -0.5788
C -1.9804 1.9177 -1.1774
C -3.2021 -2.3195 -1.3291
H -0.3027 0.2297 -4.0849
H -3.8424 -4.7210 -3.6330
H 2.8831 0.3233 -5.2594
H 1.9744 2.4557 1.4330
H 1.3363 -3.0864 -0.2427
H 5.3647 -2.5754 2.0113
H -1.2666 -4.9779 2.6715
H -3.0695 -5.3867 4.3186
C -1.2783 3.4722 -2.8252
C 0.2576 1.9743 -1.7204
C 3.2063 -0.0360 2.6468
C 0.2809 -0.5467 -3.5839
C -3.4427 -3.2997 4.6578
N -1.3570 2.0004 2.0916
H 3.1318 3.7865 1.2154
H 4.9121 1.0754 -1.5344
O 1.0984 0.4169 1.7305
C -3.0922 -2.0031 4.3352
C -1.5001 4.0423 3.9677
N -0.7333 1.4652 -0.9717
Fe -0.6923 0.2130 1.0153
C -2.9741 -3.3803 -2.2231
C -4.0445 -3.9080 -2.9484
O -2.3826 -0.6802 0.1873
H 1.5186 3.9088 0.5165
H 3.8073 3.4935 -2.9614
H 2.2290 1.8792 -4.7416
C 2.1280 -0.3845 1.8066
C 1.1653 -2.1250 0.2451
H -1.4780 4.2559 -3.5451
N -0.9138 -2.2452 -0.6534
C -1.4233 -2.8498 2.8065
O -1.7605 -3.9201 -2.4233
H 5.1568 -0.5020 3.3663
H -0.8359 3.4277 0.7150
C -5.5577 -2.3562 -1.8969
H -2.0523 2.4533 5.3359
H -0.9460 5.3171 2.3191


7
Properties=species:S:1:pos:R:3 method="wB97M-V/def2-TZVPD" charge=+1 total_energy_ha=-2486.34163 e_above_lowest_ev=0.0000 multiplicity=1
V 0.6726 -1.5242 1.2479
O 1.2020 -1.2829 2.6789
I -1.6158 -0.0550 0.9006
O -0.9741 0.4863 -2.4239
O 0.0597 2.4911 -1.3162
V -1.2047 1.5991 -1.3372
O 1.8602 -1.7144 0.2499


40
Properties=species:S:1:pos:R:3 method="wB97M-V/def2-TZVPD" charge=+3 total_energy_ha=-7365.99415 e_above_lowest_ev=0.8328 multiplicity=1
C 1.5292 1.2836 -3.6690
C -1.4214 -2.4524 0.5704
C 1.5909 0.7298 -2.3997
Tc 0.7854 -0.4490 0.2346
H -1.3116 2.1930 3.5364
H 2.2039 4.2021 1.7526
N 0.5219 2.2761 1.4396
Cl 2.9418 1.5033 -4.5991
N 2.5941 3.2731 1.6589
S 1.7314 -2.5085 -0.4475
H -3.7077 -0.1870 2.5953
Cl 0.1457 2.2395 -5.7609
C -1.2969 0.9242 1.8338
N -0.1570 1.0975 1.2466
C -2.6716 -2.9259 0.9273
H 0.0050 3.1345 1.5826
C -3.0704 -0.8425 2.0204
S 3.5186 -2.8278 0.3374
C 0.2786 1.6561 -4.1804
H -2.0872 2.8855 2.0993
Cl -2.3837 1.9933 -3.9948
H -2.9783 -3.9173 0.6254
H -0.7562 -3.0744 -0.0104
S 3.9433 -4.7591 0.2805
C -3.5083 -2.1170 1.6784
C 1.8560 2.2031 1.5040
As 3.8156 -5.5018 -2.1193
S 2.5554 0.6248 1.3953
S 4.1322 -7.4584 -2.0396
C -0.8655 1.5192 -3.3788
Cl -2.2166 0.8191 -1.1968
Cl 3.1261 0.2121 -1.8084
H -2.9156 1.6609 3.0426
H -4.4797 -2.4708 1.9972
C -1.8254 -0.4122 1.6017
H 3.5982 3.1946 1.7465
C 0.4712 0.5522 -1.5702
N -0.9891 -1.2223 0.8912
C -1.9433 1.9658 2.6729
C -0.7594 0.9832 -2.0961


16
Properties=species:S:1:pos:R:3 method="wB97M-V/def2-TZVPD" charge=0 total_energy_ha=-2712.81558 multiplicity=1 smiles="CN=[PH](Cl)Cl.C=NP(Cl)Cl"
N -1.8159 -0.3959 0.2008
Cl 3.3181 -1.4087 1.3364
H 0.7987 -0.4962 1.7584
H -3.3306 0.8866 -0.5706
H -1.6759 1.5987 -0.0261
C -2.1975 0.7436 -0.2245
H 3.2687 1.7436 -0.4124
C 2.3270 1.7422 -0.8847
P -2.4139 -1.9342 0.0053
Cl -2.0421 -2.6747 1.7925
P 1.5458 -0.6021 0.4632
N 1.6593 0.4718 -0.5788
Cl -4.4331 -1.8020 0.0115
Cl 0.6636 -2.2006 -0.3365
H 1.8422 2.5821 -0.5855
H 2.4858 1.7460 -1.9490


Respective F_max values: 0.03846 0.02372 0.01121 0.03233 0.02981 0.10818 hartree/bohr.